No. 1
Molecular formula: C24H25O4PtSe2Te
Method: DFT, ωB97M-V with the def2-TZVPD basis set

```
57
Properties=species:S:1:pos:R:3:forces:R:3
Pt 0.105 0.648 0.801 -0.714 -0.292 -0.915
O -2.577 5.874 1.027 -0.025 0.221 -0.294
C -2.304 5.102 2.169 -0.021 -0.246 0.369
C -1.665 3.758 1.721 -0.157 -0.154 -0.416
C -2.722 3.053 0.856 -0.203 0.380 0.177
O -2.152 1.915 0.249 -0.130 0.121 -0.047
C -0.440 4.150 0.885 -0.184 -0.136 -0.233
Se 0.833 2.845 0.131 0.049 0.089 0.399
C -1.316 2.958 2.981 -0.149 -0.113 0.053
Se -1.178 0.977 2.837 0.350 0.343 0.251
H -2.920 6.736 1.289 0.036 -0.109 -0.022
H -3.235 4.902 2.719 0.158 -0.122 0.031
H -1.617 5.634 2.836 0.034 -0.121 0.078
H -3.067 3.757 0.091 -0.012 -0.083 0.141
H -3.573 2.760 1.489 0.079 0.130 -0.057
H -2.772 1.532 -0.382 -0.015 -0.062 -0.080
H 0.186 4.827 1.470 0.153 -0.028 -0.052
H -0.810 4.710 0.025 0.228 0.014 -0.017
H -2.095 3.117 3.730 0.079 -0.094 -0.009
H -0.364 3.301 3.394 -0.015 -0.147 0.007
Te 1.189 -1.475 -0.443 1.403 -0.422 0.422
C 1.799 -3.185 0.683 -0.224 0.217 -0.182
C 2.194 -4.222 -0.152 -0.094 0.225 -0.224
C 2.730 -5.375 0.388 0.055 -0.081 0.046
C 2.853 -5.491 1.763 0.005 -0.023 0.032
C 2.427 -4.468 2.594 0.029 -0.014 0.073
C 1.898 -3.305 2.056 -0.145 0.295 0.089
C 3.230 -0.866 -0.584 -0.274 0.023 -0.042
C 3.978 -0.492 0.524 -0.172 0.004 0.129
C 5.340 -0.278 0.390 -0.056 -0.008 -0.033
C 5.950 -0.443 -0.845 -0.042 0.013 -0.102
C 5.195 -0.787 -1.956 0.121 0.043 0.033
C 3.832 -0.987 -1.827 -0.254 -0.102 -0.090
H 2.089 -4.114 -1.226 0.054 -0.122 -0.002
H 3.051 -6.174 -0.263 0.017 -0.065 -0.025
H 3.282 -6.384 2.189 0.024 -0.115 0.059
H 2.512 -4.571 3.667 0.000 0.000 0.040
H 1.563 -2.502 2.701 0.039 0.000 0.048
H 3.500 -0.375 1.488 0.010 -0.025 0.067
H 5.927 0.009 1.248 0.052 0.019 0.100
H 7.014 -0.298 -0.944 0.120 0.029 -0.008
H 5.663 -0.909 -2.921 0.057 0.015 -0.065
H 3.232 -1.257 -2.688 0.066 -0.029 -0.091
O -1.494 -1.118 -0.053 -0.040 0.041 0.921
C -1.536 -0.553 -1.172 -0.579 -0.119 -0.540
O -0.648 0.242 -1.570 0.372 0.681 0.130
C -2.686 -0.848 -2.070 0.033 -0.081 -0.033
C -2.524 -0.766 -3.450 -0.094 0.015 0.186
C -3.588 -1.081 -4.273 0.042 -0.059 -0.139
C -4.810 -1.453 -3.731 0.055 0.040 -0.043
C -4.970 -1.512 -2.357 -0.165 -0.034 0.024
C -3.908 -1.226 -1.520 0.152 0.116 -0.030
H -1.568 -0.473 -3.855 0.058 0.040 -0.038
H -3.457 -1.050 -5.344 -0.037 0.030 -0.125
H -5.634 -1.697 -4.384 -0.073 -0.017 -0.039
H -5.923 -1.792 -1.935 -0.100 -0.039 0.029
H -4.020 -1.276 -0.447 0.043 -0.085 0.059
```
Positions in Å, forces in eV/Å.

Summary:
Electronic energy   -6420.353091 Ha
Net charge   +1
HOMO energy (spin up / spin down)   -10.955 / -11.548 eV
Lowest unoccupied orbital energy (spin up / spin down)   -2.07 / -5.70 eV
Expectation value of S²   6.0209
Multiplicity   5
ΔE to the lowest compared entry with this formula, charge and spin   0.900 eV

No. 2
Molecular formula: C11H22N4O14S2
Method: DFT, ωB97M-V with the def2-TZVPD basis set

```
53
Properties=species:S:1:pos:R:3:forces:R:3
C -2.609 5.046 -0.758 -0.762 -0.546 0.817
N -1.584 6.105 -0.804 0.735 -0.219 -0.199
O -1.099 6.351 -1.886 -0.182 0.085 -0.078
O -1.236 6.617 0.242 -0.127 0.017 0.167
H -3.011 4.983 0.251 -0.029 0.392 -0.056
H -2.167 4.069 -0.937 0.345 0.242 -0.486
H -3.391 5.267 -1.476 0.131 0.011 -0.144
C -1.073 1.569 1.203 -0.174 -0.114 -0.292
N -1.719 0.306 0.721 -0.177 0.661 0.488
O -2.615 -0.161 1.388 -0.168 -0.135 0.208
O -1.298 -0.179 -0.302 0.119 -0.067 -0.370
H -1.640 1.986 2.025 0.013 -0.235 0.157
H -1.055 2.271 0.377 0.132 -0.120 -0.109
H -0.055 1.288 1.455 -0.193 0.152 0.208
C 1.866 5.723 1.649 1.383 -0.953 1.182
N 1.060 4.618 1.116 -1.546 0.041 -0.510
O 0.282 4.059 1.873 0.396 0.022 0.190
O 1.129 4.357 -0.066 0.371 0.068 -0.060
H 2.899 5.421 1.460 -0.064 0.480 -0.525
H 1.795 5.635 2.731 -0.455 0.480 -0.048
H 1.596 6.688 1.245 -0.183 -0.095 -0.244
C 0.164 -2.465 -1.874 -0.084 -0.484 0.840
C 0.384 -2.403 -3.366 0.323 0.591 -0.008
O 0.339 -3.757 -3.810 -0.095 -0.864 0.214
S -0.461 -4.724 -2.778 0.402 -0.176 0.215
O 0.453 -5.699 -2.251 -0.506 1.235 -0.371
O -1.687 -5.191 -3.335 0.379 0.517 0.086
O -0.794 -3.530 -1.748 -0.290 -0.797 0.041
H -0.238 -1.605 -1.341 -0.184 0.055 -0.700
H 1.042 -2.744 -1.287 0.295 -0.155 -0.466
H 1.364 -1.981 -3.583 -0.018 -0.142 -0.188
H -0.383 -1.854 -3.911 -0.091 0.136 0.209
C -1.814 -3.238 1.672 -0.398 1.091 1.041
C -0.452 -3.261 2.360 0.698 -0.973 -0.772
O -0.326 -4.610 2.861 -1.027 -0.495 -0.444
S -1.034 -5.615 1.764 1.037 0.210 -0.009
O -1.694 -6.675 2.455 0.273 0.895 -0.399
O -0.068 -5.891 0.741 -0.753 0.124 0.729
O -2.083 -4.538 1.184 0.536 -0.897 0.150
H -1.874 -2.487 0.889 0.043 -0.285 -0.252
H -2.583 -3.008 2.415 -0.028 0.032 -0.082
H -0.297 -2.570 3.181 -0.354 0.004 0.110
H 0.362 -3.144 1.639 -0.066 0.256 -0.099
N 2.856 -1.164 -0.039 0.059 0.629 0.466
C 3.152 -0.561 -1.225 0.274 -0.150 -0.142
C 2.582 0.693 -1.242 0.411 -0.677 -0.205
C 1.932 0.849 -0.001 0.211 0.402 0.631
C 2.174 -0.272 0.758 -0.635 -0.434 -0.585
H 3.160 -2.077 0.241 0.112 -0.033 0.033
H 3.855 -1.051 -1.881 -0.243 0.087 -0.270
H 2.692 1.396 -2.049 -0.141 0.117 0.055
H 1.406 1.729 0.338 0.187 -0.055 -0.199
H 1.792 -0.574 1.720 0.106 0.071 0.073
```
Positions in Å, forces in eV/Å.

Summary:
Electronic energy   -2500.743607 Ha
SMILES   C[N+](=O)[O-].C[N+](=O)[O-].C[N+](=O)[O-].O=S1(=O)OCCO1.O=S1(=O)OCCO1.c1cc[nH]c1
HOMO energy   -9.080 eV
Lowest unoccupied orbital energy   -0.58 eV
Multiplicity   1

No. 3
Molecular formula: C21H42Cl2O12
Method: DFT, ωB97M-V with the def2-TZVPD basis set

```
77
Properties=species:S:1:pos:R:3:forces:R:3
C 4.400 -1.709 2.736 -0.163 -0.349 -0.035
Cl 3.186 -1.184 1.564 -0.055 -0.024 -0.119
Cl 5.061 -0.376 3.656 0.170 0.254 0.136
H 3.922 -2.388 3.431 -0.019 -0.053 0.004
H 5.186 -2.211 2.186 0.120 0.062 0.022
C -4.802 4.875 -5.419 0.985 -0.077 0.262
C -5.701 3.960 -4.604 0.601 0.369 -0.267
O -5.066 3.679 -3.343 0.082 0.201 -0.022
C -4.545 2.462 -3.185 0.003 -0.119 -0.166
O -4.770 1.490 -3.856 -0.083 0.068 -0.131
O -3.727 2.505 -2.139 -0.026 0.363 0.429
C -3.276 1.256 -1.640 0.057 -1.311 -0.250
H -4.526 5.765 -4.846 -0.457 0.129 -0.098
H -5.242 5.142 -6.377 -0.172 0.096 0.065
H -3.822 4.426 -5.625 -0.296 -0.322 -0.075
H -5.861 3.017 -5.120 -0.403 0.065 0.033
H -6.605 4.517 -4.375 -0.274 -0.421 0.070
H -3.283 1.258 -0.556 0.068 0.337 0.017
H -2.277 1.001 -2.001 0.079 0.423 0.039
H -3.917 0.445 -1.995 -0.119 0.185 0.051
C -0.306 -0.717 2.934 0.571 -0.212 -0.231
C 0.520 0.526 2.661 -0.256 -0.196 -0.044
O -0.224 1.743 2.868 0.121 0.028 0.189
C -1.055 2.083 1.901 0.283 0.213 -0.917
O -1.381 1.394 0.959 -0.055 0.035 0.452
O -1.396 3.362 2.062 -0.270 -0.182 0.387
C -2.439 3.828 1.206 -0.274 -0.330 -0.381
H 0.384 -1.565 2.987 -0.042 0.035 0.130
H -0.955 -0.925 2.088 -0.323 0.128 0.198
H -0.848 -0.646 3.874 -0.123 0.013 -0.020
H 0.882 0.495 1.634 0.034 0.166 0.032
H 1.368 0.625 3.332 0.013 -0.037 0.058
H -2.878 4.691 1.690 0.112 0.141 -0.043
H -3.202 3.062 1.059 0.030 0.011 0.189
H -2.053 4.058 0.213 0.080 0.213 0.091
O 0.696 1.698 -3.119 -0.203 -0.310 -0.077
C 1.075 2.659 -2.511 0.347 0.107 0.220
O 1.837 3.627 -3.052 -0.036 0.305 0.232
C 2.164 3.504 -4.438 0.053 -0.399 -0.508
C 3.558 2.943 -4.614 0.586 0.222 0.034
C 0.762 2.938 -1.066 -0.494 0.150 -0.181
H 2.117 4.508 -4.855 -0.128 0.042 0.061
H 1.428 2.865 -4.925 -0.015 0.108 0.054
H 3.714 2.012 -4.070 -0.161 0.020 0.073
H 4.298 3.677 -4.281 -0.044 -0.152 0.174
H 3.804 2.746 -5.659 -0.304 0.015 -0.080
H -0.303 3.187 -1.026 0.032 -0.034 0.010
H 1.315 3.779 -0.662 0.189 -0.088 -0.001
H 0.871 2.033 -0.475 0.159 -0.015 -0.015
O 1.038 -3.330 -3.886 -0.003 0.380 -0.128
C 0.334 -4.107 -3.306 0.183 -0.376 -0.005
O -0.015 -3.995 -2.010 -0.344 -0.017 -0.308
C 0.142 -2.725 -1.378 0.273 0.201 0.760
C -1.202 -2.184 -0.974 -0.614 0.525 -0.462
C -0.213 -5.366 -3.916 -0.180 -0.153 -0.230
H 0.698 -2.019 -1.990 -0.016 -0.169 -0.236
H 0.719 -2.901 -0.467 0.136 -0.111 -0.109
H -1.069 -1.322 -0.316 -0.028 -0.168 0.198
H -1.830 -2.948 -0.519 0.166 0.007 0.308
H -1.780 -1.795 -1.820 0.208 -0.144 -0.137
H -1.217 -5.212 -4.319 -0.016 0.226 0.236
H -0.276 -6.161 -3.177 0.070 -0.051 -0.031
H 0.396 -5.647 -4.771 0.177 -0.070 0.151
O 2.722 -5.434 6.303 -0.105 -0.124 -0.281
C 3.418 -4.463 6.429 -0.157 -0.111 0.375
O 3.012 -3.215 6.152 0.327 0.534 -0.120
C 1.793 -3.037 5.415 0.098 -0.648 -0.591
C 0.555 -3.051 6.267 -0.438 -0.382 -0.488
C 4.821 -4.479 6.952 0.377 -0.239 0.449
H 1.725 -3.849 4.683 0.015 0.017 0.078
H 1.940 -2.120 4.846 -0.090 0.202 0.265
H -0.314 -2.976 5.605 0.095 0.428 0.027
H 0.541 -2.251 7.000 -0.056 -0.087 0.176
H 0.421 -4.047 6.690 0.282 0.183 0.478
H 4.950 -3.788 7.784 -0.102 0.228 -0.200
H 5.540 -4.228 6.173 -0.090 0.133 -0.035
H 5.066 -5.466 7.339 -0.147 -0.085 -0.192
```
Positions in Å, forces in eV/Å.

Summary:
Electronic energy   -2648.673980 Ha
SMILES   CCOC(=O)OC.CCOC(=O)OC.CCOC(C)=O.CCOC(C)=O.CCOC(C)=O.ClCCl
HOMO energy   -10.222 eV
Lowest unoccupied orbital energy   0.46 eV
Multiplicity   1
ΔE to the lowest compared entry with this formula, charge and spin   0.047 eV

No. 4
Molecular formula: C16H16HgNO6S
Method: DFT, ωB97M-V with the def2-TZVPD basis set

```
41
Properties=species:S:1:pos:R:3:forces:R:3
Hg 0.336 0.066 0.870 -0.360 0.137 0.345
O -0.318 -1.710 -1.755 -0.549 0.274 0.771
C -0.311 -0.665 -2.694 -0.087 0.313 -0.150
C 0.473 0.569 -2.262 0.033 0.030 -0.166
N -0.011 1.353 -1.106 -0.021 -0.420 0.237
C -1.388 1.856 -1.261 -0.052 0.019 -0.181
C -2.563 0.882 -0.989 0.110 -0.480 0.591
O -3.626 1.169 -1.549 -0.105 0.210 -0.304
O -2.348 -0.050 -0.165 0.554 -0.084 -0.470
C 0.917 2.479 -0.925 0.233 0.048 0.051
C 2.353 2.003 -0.588 -0.041 -0.037 -0.112
O 3.288 2.561 -1.170 -0.066 0.091 0.094
O 2.415 1.065 0.260 0.069 -0.006 -0.103
H -0.999 -1.454 -1.089 0.219 -0.200 -0.261
H 0.204 -1.048 -3.581 -0.019 0.049 -0.009
H -1.329 -0.399 -3.000 -0.017 0.019 0.072
H 1.487 0.246 -2.024 0.020 0.062 -0.002
H 0.534 1.248 -3.129 -0.020 -0.036 -0.011
H -1.515 2.669 -0.541 -0.002 -0.031 -0.033
H -1.535 2.280 -2.262 0.120 0.012 -0.013
H 0.965 3.107 -1.822 -0.095 -0.067 -0.007
H 0.548 3.081 -0.090 0.055 0.023 -0.024
C -3.772 1.947 8.274 0.097 0.051 -0.081
C -2.829 1.505 9.368 -0.012 -0.115 -0.017
O -2.327 2.278 10.149 -0.109 0.012 0.155
S -2.448 -0.280 9.387 0.218 0.266 -0.111
C -1.821 -0.408 7.753 -0.221 -0.206 0.187
C -0.518 0.055 7.437 0.028 0.032 -0.069
C -0.039 -0.003 6.157 -0.011 0.038 0.039
C -0.824 -0.538 5.083 0.016 -0.025 0.010
C -2.149 -0.965 5.412 -0.042 0.026 0.035
C -2.626 -0.901 6.693 0.025 -0.032 -0.101
C -0.323 -0.653 3.786 0.152 -0.167 -0.160
C 0.161 -0.897 2.671 -0.131 0.249 -0.213
H -3.892 3.029 8.307 0.022 -0.001 0.021
H -4.735 1.455 8.415 0.004 -0.006 -0.017
H -3.386 1.642 7.301 -0.046 -0.004 -0.001
H 0.097 0.466 8.230 0.024 -0.014 0.003
H 0.960 0.353 5.936 0.014 -0.011 0.009
H -2.775 -1.355 4.617 -0.005 -0.001 0.002
H -3.636 -1.231 6.911 0.000 -0.016 -0.005
```
Positions in Å, forces in eV/Å.

Summary:
Electronic energy   -1677.089074 Ha
Net charge   -2
HOMO energy (spin up / spin down)   0.798 / -2.394 eV
Lowest unoccupied orbital energy (spin up / spin down)   4.39 / 4.32 eV
Expectation value of S²   0.7726
Multiplicity   2
ΔE to the lowest compared entry with this formula, charge and spin   0.600 eV